1.
67
Properties=species:S:1:pos:R:3 method="wB97M-V/def2-TZVPD" relative_energy_kcal_mol=4.1 gap_ha="0.1919 / 0.2615" e_lumo_ev="2.789 / 2.788" total_charge=-1 multiplicity=2 largest_force_ha_per_bohr=0.010
Hg 1.279 1.526 -0.609
C -1.212 -0.465 3.140
C -2.186 -1.209 2.235
O -2.008 -0.744 0.928
C -2.807 -1.389 -0.028
C -2.316 -0.992 -1.412
O -0.919 -1.110 -1.573
C -0.372 -2.393 -1.454
C 1.082 -2.261 -1.032
O 1.273 -1.570 0.185
C 0.785 -2.257 1.315
C 0.916 -1.400 2.560
O 0.069 -0.274 2.594
H -1.155 -0.990 4.106
H -1.596 0.536 3.328
H -3.210 -1.028 2.596
H -2.017 -2.298 2.277
H -3.862 -1.091 0.068
H -2.764 -2.479 0.127
H -2.529 0.061 -1.590
H -2.856 -1.592 -2.160
H -0.396 -2.928 -2.417
H -0.923 -3.010 -0.736
H 1.618 -1.682 -1.785
H 1.524 -3.269 -0.976
H 1.375 -3.177 1.462
H -0.257 -2.547 1.174
H 1.935 -1.014 2.636
H 0.726 -2.042 3.434
C -4.761 2.567 0.918
C -4.798 2.561 -0.472
C -3.659 2.328 -1.226
C -2.421 2.092 -0.593
C -2.401 2.092 0.812
C -3.541 2.326 1.552
N -1.234 1.834 -1.248
N -1.379 1.678 -2.549
C -0.228 1.340 -3.217
C -0.361 1.115 -4.603
C 0.709 0.712 -5.373
C 1.960 0.522 -4.786
C 2.102 0.758 -3.422
C 1.039 1.166 -2.620
H -5.659 2.754 1.495
H -5.738 2.745 -0.982
H -3.696 2.325 -2.305
H -1.457 1.859 1.285
H -3.487 2.318 2.636
H -1.344 1.257 -5.038
H 0.573 0.540 -6.435
H 2.809 0.203 -5.380
H 3.083 0.615 -2.977
C 4.214 0.492 0.536
C 3.467 1.364 1.495
C 3.890 1.820 2.722
C 2.874 2.683 3.212
C 1.879 2.708 2.263
C 0.617 3.504 2.273
N 2.220 1.883 1.224
H 5.257 0.423 0.848
H 4.202 0.909 -0.477
H 3.805 -0.516 0.467
H 4.837 1.584 3.186
H 2.871 3.241 4.137
H 0.584 4.125 3.169
H -0.272 2.874 2.273
H 0.539 4.162 1.403


2.
21
Properties=species:S:1:pos:R:3 method="wB97M-V/def2-TZVPD" relative_energy_kcal_mol=31.2 gap_ha=0.3473 e_lumo_ev=1.050 total_charge=0 smiles=CCNC(C)(C)N multiplicity=1 largest_force_ha_per_bohr=0.096
C 1.912 -1.830 0.721
C 0.918 -0.831 1.268
N 0.746 0.394 0.143
C -0.564 0.399 -0.357
C -1.704 0.714 0.603
C -0.393 1.784 -1.471
N -0.800 -0.773 -1.105
H 2.146 -2.602 1.465
H 2.853 -1.345 0.445
H 1.516 -2.345 -0.161
H 1.299 -0.333 2.162
H -0.021 -1.323 1.531
H 0.911 1.247 0.671
H -1.983 -0.150 1.214
H -2.592 1.025 0.043
H -1.439 1.532 1.279
H -0.321 2.719 -0.912
H 0.468 1.671 -2.134
H -1.305 1.787 -2.074
H 0.006 -0.992 -1.679
H -1.652 -0.747 -1.651


3.
131
Properties=species:S:1:pos:R:3 method="wB97M-V/def2-TZVPD" gap_ha=0.2894 e_lumo_ev=-2.523 total_charge=+1 multiplicity=1 largest_force_ha_per_bohr=0.021
N -2.907 -1.031 -0.784
C -2.534 -2.003 0.037
N -1.899 -1.786 1.199
C -1.679 -2.990 1.681
Cl -0.901 -3.259 3.131
N -2.148 -3.945 0.897
N -2.689 -3.326 -0.188
H -2.353 -0.182 -0.776
H -3.649 -1.148 -1.445
H -2.110 -4.941 1.052
H -3.112 -3.773 -0.988
C -2.820 2.130 -2.619
O -2.011 1.450 -1.982
N -2.877 2.096 -3.981
N -3.702 2.962 -2.023
H -3.519 2.659 -4.508
H -2.233 1.495 -4.462
H -3.681 3.021 -1.018
H -4.357 3.525 -2.541
C -1.134 -3.403 7.737
O -0.581 -3.316 8.820
N -2.405 -2.920 7.522
N -0.549 -3.991 6.655
H -2.876 -2.984 6.640
H -2.870 -2.478 8.294
H 0.379 -4.365 6.760
H -0.995 -4.077 5.765
C -1.639 -4.494 -4.090
O -2.282 -5.419 -3.618
N -1.318 -3.398 -3.330
N -1.198 -4.455 -5.374
H -0.800 -2.605 -3.664
H -1.638 -3.426 -2.387
H -1.403 -5.241 -5.965
H -0.667 -3.686 -5.747
C -5.403 6.061 -4.371
O -4.595 5.386 -3.736
N -5.481 6.036 -5.730
N -6.286 6.901 -3.766
H -6.138 6.598 -6.248
H -4.842 5.444 -6.224
H -6.263 6.957 -2.766
H -6.939 7.466 -4.279
C 2.566 -4.362 4.859
O 1.552 -5.034 5.054
N 2.538 -3.136 4.279
N 3.803 -4.801 5.216
H 3.365 -2.588 4.107
H 1.645 -2.788 3.999
H 3.870 -5.703 5.649
H 4.637 -4.269 5.052
C 5.330 -1.638 1.766
O 4.733 -2.402 2.524
N 6.427 -0.942 2.138
N 4.923 -1.430 0.479
H 6.917 -0.305 1.523
H 6.750 -1.066 3.078
H 4.114 -1.927 0.161
H 5.392 -0.797 -0.142
C -3.718 -6.322 9.804
O -4.278 -7.077 10.573
N -2.614 -5.592 10.138
N -4.146 -6.138 8.509
H -2.152 -4.971 9.497
H -2.257 -5.687 11.070
H -4.952 -6.657 8.209
H -3.691 -5.515 7.867
C -2.630 -9.866 7.952
O -3.634 -9.904 7.260
N -2.260 -8.752 8.646
N -1.790 -10.943 8.083
H -1.437 -8.702 9.214
H -2.859 -7.949 8.573
H -2.033 -11.779 7.589
H -0.964 -10.929 8.649
C 7.476 2.531 0.926
O 6.666 1.623 1.111
N 7.097 3.800 0.639
N 8.825 2.337 0.997
H 7.753 4.545 0.476
H 6.115 3.987 0.573
H 9.155 1.415 1.210
H 9.489 3.072 0.842
C -1.584 4.991 0.548
O -2.213 4.038 0.978
N -1.324 6.102 1.307
N -1.083 5.028 -0.721
H -0.810 6.893 0.964
H -1.676 6.116 2.246
H -1.251 4.230 -1.305
H -0.568 5.806 -1.087
C -5.588 9.613 -7.116
O -6.520 8.862 -6.868
N -5.754 10.777 -7.805
N -4.308 9.342 -6.719
H -5.002 11.404 -8.015
H -6.681 11.005 -8.110
H -4.154 8.493 -6.206
H -3.534 9.946 -6.911
C 2.183 6.970 3.610
O 2.350 7.956 2.914
N 2.785 6.815 4.828
N 1.373 5.937 3.221
H 2.655 6.010 5.408
H 3.384 7.555 5.143
H 0.914 6.026 2.335
H 1.217 5.115 3.773
C -1.541 -1.285 -7.495
O -0.612 -1.283 -6.691
N -2.431 -2.311 -7.546
N -1.743 -0.270 -8.383
H -3.205 -2.361 -8.180
H -2.282 -3.056 -6.892
H -1.095 0.494 -8.369
H -2.494 -0.263 -9.046
C 8.305 5.311 -2.591
O 8.773 5.358 -1.465
N 7.086 5.846 -2.901
N 8.966 4.725 -3.633
H 6.691 5.818 -3.821
H 6.576 6.291 -2.163
H 9.866 4.327 -3.443
H 8.598 4.682 -4.563
C 1.933 -5.312 -7.115
O 0.874 -5.465 -7.697
N 2.312 -4.104 -6.588
N 2.831 -6.327 -6.946
H 3.181 -3.961 -6.111
H 1.688 -3.328 -6.710
H 2.589 -7.224 -7.322
H 3.707 -6.215 -6.473


4.
12
Properties=species:S:1:pos:R:3 method="wB97M-V/def2-TZVPD" relative_energy_kcal_mol=35.8 gap_ha=0.4221 e_lumo_ev=-0.023 total_charge=0 smiles=O.O.O.O multiplicity=1 largest_force_ha_per_bohr=0.066
O -1.993 -0.008 1.757
H -1.067 -0.176 1.492
H -2.414 0.450 1.027
O -3.908 0.708 -1.905
H -4.235 -0.005 -2.580
H -3.154 1.004 -2.446
O 3.725 1.270 1.809
H 4.050 2.209 1.625
H 3.206 0.964 1.053
O 2.156 -2.084 -1.407
H 1.274 -2.250 -1.205
H 2.503 -1.285 -0.991


5.
29
Properties=species:S:1:pos:R:3 method="wB97M-V/def2-TZVPD" relative_energy_kcal_mol=15.0 gap_ha=0.3125 e_lumo_ev=2.944 total_charge=-1 multiplicity=1 largest_force_ha_per_bohr=0.058
C 0.284 2.692 3.731
C 1.058 3.425 2.633
F 2.395 3.601 2.966
C 0.851 2.849 1.224
N 0.744 1.362 1.164
C 0.207 1.033 -0.234
O 0.288 1.895 -1.125
O -0.251 -0.088 -0.397
S 2.252 0.641 1.222
O 2.914 0.952 2.439
O 2.176 -0.748 0.983
F 3.053 1.263 0.000
H -0.751 3.051 3.673
H 0.299 1.608 3.621
H 0.672 2.968 4.716
H 0.634 4.440 2.599
H 1.658 3.218 0.585
H -0.105 3.241 0.877
C -1.131 -3.185 -1.810
C -1.297 -2.367 -3.067
O -1.639 -3.336 -4.081
S -2.484 -4.522 -3.417
O -3.866 -4.281 -3.639
O -1.875 -5.755 -3.769
O -2.158 -4.195 -1.885
H -0.162 -3.686 -1.789
H -1.247 -2.585 -0.910
H -0.394 -1.829 -3.334
H -2.125 -1.663 -2.975


6.
11
Properties=species:S:1:pos:R:3 method="wB97M-V/def2-TZVPD" relative_energy_kcal_mol=51.5 gap_ha=0.3507 e_lumo_ev=0.596 total_charge=0 smiles="N=C=CS.N=C=O" multiplicity=1 largest_force_ha_per_bohr=0.037
N -1.476 2.243 -0.714
C -1.447 1.203 -0.103
C -1.520 0.096 0.580
S -2.849 -1.036 0.186
H -0.899 2.438 -1.522
H -1.028 -0.054 1.525
H -2.076 -1.940 -0.431
N 1.244 0.474 -0.034
C 0.662 -0.492 -0.426
O 0.140 -1.380 -0.957
H 2.092 0.622 0.465


Copy entry 1 word for word.
67
Properties=species:S:1:pos:R:3 method="wB97M-V/def2-TZVPD" relative_energy_kcal_mol=4.1 gap_ha="0.1919 / 0.2615" e_lumo_ev="2.789 / 2.788" total_charge=-1 multiplicity=2 largest_force_ha_per_bohr=0.010
Hg 1.279 1.526 -0.609
C -1.212 -0.465 3.140
C -2.186 -1.209 2.235
O -2.008 -0.744 0.928
C -2.807 -1.389 -0.028
C -2.316 -0.992 -1.412
O -0.919 -1.110 -1.573
C -0.372 -2.393 -1.454
C 1.082 -2.261 -1.032
O 1.273 -1.570 0.185
C 0.785 -2.257 1.315
C 0.916 -1.400 2.560
O 0.069 -0.274 2.594
H -1.155 -0.990 4.106
H -1.596 0.536 3.328
H -3.210 -1.028 2.596
H -2.017 -2.298 2.277
H -3.862 -1.091 0.068
H -2.764 -2.479 0.127
H -2.529 0.061 -1.590
H -2.856 -1.592 -2.160
H -0.396 -2.928 -2.417
H -0.923 -3.010 -0.736
H 1.618 -1.682 -1.785
H 1.524 -3.269 -0.976
H 1.375 -3.177 1.462
H -0.257 -2.547 1.174
H 1.935 -1.014 2.636
H 0.726 -2.042 3.434
C -4.761 2.567 0.918
C -4.798 2.561 -0.472
C -3.659 2.328 -1.226
C -2.421 2.092 -0.593
C -2.401 2.092 0.812
C -3.541 2.326 1.552
N -1.234 1.834 -1.248
N -1.379 1.678 -2.549
C -0.228 1.340 -3.217
C -0.361 1.115 -4.603
C 0.709 0.712 -5.373
C 1.960 0.522 -4.786
C 2.102 0.758 -3.422
C 1.039 1.166 -2.620
H -5.659 2.754 1.495
H -5.738 2.745 -0.982
H -3.696 2.325 -2.305
H -1.457 1.859 1.285
H -3.487 2.318 2.636
H -1.344 1.257 -5.038
H 0.573 0.540 -6.435
H 2.809 0.203 -5.380
H 3.083 0.615 -2.977
C 4.214 0.492 0.536
C 3.467 1.364 1.495
C 3.890 1.820 2.722
C 2.874 2.683 3.212
C 1.879 2.708 2.263
C 0.617 3.504 2.273
N 2.220 1.883 1.224
H 5.257 0.423 0.848
H 4.202 0.909 -0.477
H 3.805 -0.516 0.467
H 4.837 1.584 3.186
H 2.871 3.241 4.137
H 0.584 4.125 3.169
H -0.272 2.874 2.273
H 0.539 4.162 1.403